No. 1
DFT (the ωB97M-V functional and the def2-TZVPD basis) results for a cluster of 10 separate species, C30H53N10O11 in total in a non-equilibrium geometry.

```
104
Properties=species:S:1:pos:R:3:forces:R:3
O -0.1286 8.1099 -2.0255 -0.650 1.080 1.139
O -0.1976 0.1849 -5.4425 -1.699 1.339 2.995
O 0.2424 0.7449 1.8335 -3.023 -0.352 -4.737
O -0.9186 -4.4081 -3.6945 -0.221 1.184 0.183
O -1.1786 -2.2431 -3.5815 -0.323 1.399 2.577
O 1.7034 -0.8661 -0.8395 0.749 -1.387 -1.100
O 1.5244 5.4769 -0.1965 -1.456 0.583 -0.406
O 3.2014 6.3569 0.7845 -2.718 0.876 -0.617
O 1.7254 -2.9851 -1.4825 1.533 3.899 -0.740
O 1.4104 7.3109 -3.2915 0.432 0.488 0.115
O -0.6936 1.6379 -3.8345 0.494 -0.704 0.431
N 0.3274 7.2859 -2.7515 0.842 -2.086 -1.041
N -0.9926 0.7969 -4.6415 1.231 -0.197 -4.481
N 0.0914 0.2689 6.7475 -1.257 -2.208 -0.269
N -3.2496 -4.9401 -1.0145 5.460 0.671 -4.113
N -1.0046 -3.2741 -4.1455 0.079 -1.391 -2.452
N 1.9784 6.3869 0.4605 4.774 -1.457 2.236
N 4.6254 1.7269 -2.7995 1.623 -4.647 2.275
N -0.5656 0.3379 0.9275 2.889 -0.738 6.728
N 1.9974 -1.7421 -1.6775 -4.431 -2.782 2.292
N 1.4324 -2.1621 5.1075 4.321 4.861 -0.487
C -0.0046 0.7409 5.4895 3.423 2.559 -2.969
C 1.3484 1.1799 4.9045 -2.018 -3.999 8.688
C 2.3944 -1.2541 -2.9865 1.822 -12.337 -1.259
C 4.1304 1.5659 -1.5425 0.851 -2.369 2.541
C 1.0934 -4.3131 4.9085 0.586 -0.217 0.884
C 0.0354 -2.0611 1.7705 1.324 -0.745 1.989
C 1.3484 -0.0411 7.1675 1.773 4.285 -3.417
C 2.2274 0.7559 6.0995 -0.341 -1.389 1.589
C -1.0086 -1.0461 1.2625 -1.731 -4.052 -0.685
C -1.7136 -1.7091 -0.0085 -1.496 2.216 2.094
C -2.0776 -0.9611 2.4965 -0.811 4.100 -2.192
C 2.5684 -4.1761 4.8275 -3.920 6.468 -0.939
C 5.4244 0.5149 -3.1145 -1.837 0.435 2.781
C 2.7724 -2.5981 4.7405 -2.221 -3.499 2.282
C -0.1896 2.2079 -0.6005 3.870 -2.960 4.803
C -4.4376 -4.5471 -1.4785 -1.713 0.728 1.696
C -2.4656 0.7679 -5.0705 2.677 1.925 -1.599
C 5.4364 -0.3541 -1.9265 -2.412 6.283 -2.263
C -0.5016 6.1019 -3.1295 -1.791 3.505 0.184
C 4.6454 0.3749 -0.9335 -1.169 -0.769 0.419
C -3.1316 -5.4681 0.2185 -9.969 1.718 -0.479
C 0.4484 -3.0221 5.2055 9.881 -6.638 -2.944
C -5.3126 -4.7931 -0.3765 4.626 -1.711 0.977
C -0.9126 -3.0911 -5.6275 6.532 2.728 2.857
C -1.8976 0.4949 -1.1495 1.195 0.015 -1.305
C -2.6196 -0.7021 -0.6925 5.721 -1.814 -4.602
C -1.2426 1.1979 -0.0025 0.730 4.397 -0.899
C -4.5406 -5.4591 0.7945 5.237 5.034 -11.327
C 1.1454 7.4629 1.0515 2.531 -0.493 3.682
C -2.1986 2.2179 0.7645 -2.335 -0.091 0.193
H 1.7374 8.3039 1.5295 -0.401 -1.494 -0.761
H -2.5706 1.8169 -5.5695 -0.173 -2.108 0.896
H -2.2066 -5.6701 0.3545 5.764 -2.093 2.390
H -2.8616 -0.1741 2.1105 1.167 -1.380 1.075
H -3.3346 1.8599 0.8835 2.712 -0.080 0.849
H 1.3924 -0.6201 8.0985 0.878 0.623 -0.552
H 5.8194 -1.3021 -1.8825 1.121 -1.964 0.170
H -2.5496 -0.0661 -5.7455 -0.460 -0.069 -0.058
H 0.8494 -2.2641 1.1485 0.931 0.097 -2.021
H -6.2786 -4.4931 -0.3705 -2.925 0.506 0.203
H 0.6634 1.6529 -0.9665 -0.311 -0.355 -1.541
H -0.1296 -3.1631 2.1635 -1.287 2.375 -0.885
H -1.2236 6.5699 -3.7905 -0.616 -0.270 0.186
H 1.3124 -1.0871 5.3085 0.369 -3.027 -0.763
H -2.5786 1.1489 -1.8105 1.318 -0.470 1.381
H -0.9046 5.5759 -2.3325 -0.949 -0.286 1.814
H -0.7276 -0.1831 7.2075 0.914 0.682 -0.658
H 4.2804 -0.1031 0.1345 1.180 1.639 -2.983
H 4.1724 2.4109 -3.3075 -0.216 1.325 -2.124
H -1.1536 -2.3331 -0.6305 1.687 -0.289 -1.041
H 0.4644 2.7109 0.1855 -1.657 -0.001 -0.320
H 3.2584 -1.9781 -3.1945 -0.526 2.051 -0.098
H 3.4014 0.9289 6.3665 -3.215 -0.543 -1.231
H -2.9036 -0.9661 -1.6875 -0.597 -1.815 -0.571
H -2.8856 0.7009 -4.1355 -2.010 -0.189 1.691
H 3.2294 -4.9171 4.5095 0.988 -0.947 -0.225
H 2.4314 -0.3751 -2.8235 2.161 11.565 1.395
H 3.4244 2.2099 -0.9975 0.601 0.118 -0.855
H -0.3896 -2.6821 5.4045 -8.140 2.417 1.753
H -1.6726 -0.5801 3.4425 0.435 -0.070 -0.560
H 1.5924 1.7619 4.0785 0.252 0.637 -1.220
H -0.9126 0.8879 4.9365 -0.467 -0.020 0.500
H 0.6694 7.7599 0.2585 -3.067 2.328 -4.252
H 0.0284 5.4709 -3.6765 2.778 -2.491 -2.350
H -2.5326 3.0049 0.0425 1.328 -0.303 0.303
H -1.6416 2.6869 1.6535 -1.309 -0.860 -1.209
H 5.7084 0.3639 -4.1395 0.373 -0.003 0.049
H 0.4204 7.0529 1.7495 0.255 -0.348 0.058
H -0.9276 -2.0741 -5.9105 -1.006 1.046 0.036
H 0.1574 -3.3211 -5.8735 -0.804 -0.354 0.264
H -4.4816 -3.9481 -2.4515 -0.329 -1.241 1.711
H -2.6356 -1.8321 2.7075 -0.072 -1.395 -0.376
H -2.3166 -4.8291 -1.7255 -3.375 -0.539 2.865
H -4.9046 -5.8761 1.5585 -2.586 -2.946 6.013
H 1.7304 -1.4021 -3.7855 -1.696 -0.813 -0.529
H -0.6756 2.8809 -1.1435 -1.604 2.548 -2.749
H -2.3836 -2.3771 0.4525 -0.827 -1.219 0.653
H -1.4596 -3.7421 -6.0455 -4.349 -4.563 -3.317
H 0.5954 -1.6521 2.6005 -0.216 0.384 0.647
H 3.7154 -1.8891 4.8615 -2.504 -1.714 -0.307
H -1.0546 0.0739 -1.8305 -1.257 1.014 0.958
H -3.4456 -0.5841 -0.2585 -6.538 1.409 4.098
H 0.5944 -5.3361 4.8305 0.614 1.753 0.290
```
Positions in Å, forces in eV/Å.

total charge = +1
HOMO = -9.510 eV
LUMO = -6.049 eV

No. 2
DFT (the ωB97M-V functional and the def2-TZVPD basis) results for a structure of composition C30H54F24HfN6O12PS6 in a non-equilibrium geometry.

```
134
Properties=species:S:1:pos:R:3:forces:R:3
Hf -0.0340 -4.9258 -2.8156 0.028 0.800 0.057
S 3.4160 -7.8165 0.1614 -3.334 -3.963 2.807
S -4.9715 -4.5642 -0.3015 -0.794 3.662 0.913
S -1.6923 -3.4507 -6.9772 2.027 0.584 3.942
S 0.0995 -1.4201 -6.8882 1.993 2.275 1.493
S 4.5192 -6.2212 -1.5303 -0.683 -0.424 -4.539
S -4.1809 -6.9319 -0.9399 0.210 0.483 -0.223
P 0.7606 -0.7591 -0.4098 -0.168 0.368 -0.948
F -0.5007 -1.2560 -1.2953 -2.313 2.600 -2.373
F -3.8969 -2.3008 -7.7323 -0.378 -0.307 -0.307
F 1.0339 -7.3365 1.3072 0.221 0.328 0.201
F 2.7870 -6.5544 2.4115 -0.488 0.072 -0.199
F -3.6483 -2.4173 -5.5720 0.678 0.524 -0.987
F 2.3928 -0.3811 -7.9750 -0.932 -1.482 1.320
F -2.6454 -0.8229 -6.7853 -0.624 -2.400 0.575
F -4.5485 -3.3247 2.0220 -0.347 0.001 0.398
F 5.1809 -3.7754 -0.6978 -0.053 -0.615 -0.495
F -6.0185 -6.2571 -2.8893 0.737 -0.784 0.732
F 2.6915 -1.4697 -6.0838 -0.392 -0.736 -1.150
F -0.1952 0.0281 0.6436 0.615 -0.798 -0.480
F -3.1603 -4.9383 1.6829 -0.215 0.078 -0.090
F -5.2005 -5.4225 2.1880 -0.159 0.385 0.525
F -6.2554 -8.2281 -1.8786 0.670 1.329 -0.415
F 2.3320 -2.5246 -8.0406 0.066 -0.661 0.671
F 6.8184 -5.2265 -0.5877 -1.637 -0.036 -0.155
F 2.2793 -8.6523 2.4960 0.138 0.476 -0.688
F 5.2469 -5.1678 0.9049 -0.291 -0.514 -0.195
F 1.6216 -1.6185 -1.5061 1.819 0.634 -1.180
F 0.4483 -2.2152 0.1347 0.994 -2.082 4.461
F 2.0772 -0.5129 0.4936 -0.834 -0.290 -0.352
F -4.7856 -7.9612 -3.4282 0.330 0.846 0.937
F 0.9998 0.6462 -1.2296 -0.263 -1.298 0.371
O -0.1168 -0.2589 -6.0213 0.753 -1.269 -0.471
O -6.2504 -5.2239 -0.2570 0.870 -0.575 -0.478
O 4.7139 -7.8056 0.7650 0.088 0.159 -0.806
O -0.5013 -1.3431 -8.1714 -0.016 -0.301 -0.966
O -4.6988 -7.4608 0.2881 -0.059 0.808 -1.144
O -2.8685 -7.3234 -1.3106 2.618 -2.151 -1.200
O -5.0218 -3.1739 -0.7720 0.898 -1.493 0.424
O -1.9070 -4.4543 -5.9748 -1.113 -1.105 0.383
O -1.5020 -3.7808 -8.3189 0.017 -0.210 -1.192
O 5.4017 -7.3281 -1.9802 -2.375 2.570 2.056
O 3.9200 -5.4320 -2.6300 0.886 -0.412 1.731
O 2.8597 -9.0233 -0.4903 1.261 1.506 0.687
N 6.1535 5.1378 -2.0483 -0.087 -1.411 1.114
N -3.7027 -5.2930 -1.1213 -3.212 -0.576 1.032
N -2.2355 -2.6167 9.7133 0.766 0.947 -0.823
N 2.9194 -6.5970 -0.6892 3.361 1.067 -0.961
N -4.4028 4.8959 -3.1512 -0.874 -0.315 0.310
N -0.2809 -2.7443 -6.0274 -1.169 0.321 -2.756
C -4.8476 5.2125 -1.6856 0.358 -0.551 -1.022
C -1.6546 -3.3777 10.8902 -0.147 -0.185 0.808
C -2.1172 8.0002 -3.9412 -0.100 1.727 -0.165
C -6.0539 4.2754 -1.2847 0.246 0.503 -1.283
C -0.2118 -2.9346 8.1740 0.321 0.538 1.134
C 6.5915 7.7089 -1.6092 -0.482 0.212 -1.222
C 6.9031 3.6278 -3.8689 0.327 -0.388 -0.614
C -3.0550 -2.1418 -6.7549 -0.246 1.548 0.557
C -3.0744 -3.5578 8.8560 -0.925 0.948 0.702
C 5.7273 4.0638 -3.0708 -1.766 0.582 0.536
C -4.4400 -4.5546 1.5718 0.585 -0.331 -1.592
C -5.3839 -7.3306 -2.4052 -1.486 -1.442 -0.195
C 8.1092 3.7472 -2.9079 -0.176 0.933 -0.542
C 5.4988 -5.0229 -0.3771 1.520 0.828 0.593
C -6.4423 3.6202 -2.6666 0.008 -0.463 0.937
C 5.9455 6.6322 -2.5652 1.766 -0.933 0.992
C -2.4659 6.6752 -3.3517 0.180 -1.183 0.123
C -3.7833 6.1739 -3.9329 -0.446 -1.581 1.439
C -5.7945 4.4807 -3.7123 1.255 -0.376 -0.574
C -2.5930 -1.3387 11.7132 0.225 1.211 -0.070
C 2.0350 -1.5250 -7.2629 -0.366 2.809 -0.111
C -3.1157 -1.4648 10.2954 -0.745 -0.468 1.462
C -2.2662 -2.7244 12.1096 0.492 -0.820 1.849
C 2.2792 -7.5666 1.7211 0.561 -0.737 -0.265
C 6.4954 9.0818 -2.3594 -0.768 -0.503 0.694
C 7.6059 4.6703 -1.7780 1.104 0.674 0.065
C -1.0999 -1.9099 8.9229 -0.775 -1.819 -1.415
C -3.3447 3.7421 -3.1808 -0.969 1.366 -0.543
C 0.8380 -2.1925 7.3573 -0.427 -0.502 -1.259
C 5.3568 4.9505 -0.7111 0.914 0.433 -1.321
H 7.6927 4.1794 -0.8087 -0.568 0.076 -0.035
H -6.1252 2.5776 -2.6453 0.162 0.064 -0.287
H -1.2179 8.4249 -3.4951 0.219 -0.296 -0.236
H -7.5071 3.6119 -2.8997 -0.047 -0.027 0.403
H -0.5662 -3.3203 10.8992 -0.159 0.158 -0.284
H -3.6560 2.7637 -2.8146 -0.555 0.435 0.332
H 8.4918 2.7902 -2.5531 -0.573 -0.062 0.169
H -1.6254 -2.7135 12.9912 0.621 -0.055 -0.290
H -3.0785 -3.3124 12.5370 -0.624 0.175 -0.630
H -2.5271 4.1428 -2.5815 0.109 -0.358 -0.307
H -3.9263 5.0815 -1.1180 -0.413 0.539 0.443
H -3.1287 -0.4761 9.8366 0.585 -0.554 -0.950
H 1.4516 -1.3834 7.7534 -0.277 -0.241 0.591
H 0.2537 -1.7967 6.5266 0.360 0.434 -0.256
H -1.6437 -1.3923 8.1327 0.064 0.427 0.162
H -6.4996 5.3024 -3.8379 0.841 0.719 -0.114
H 7.1071 9.1536 -3.2586 0.116 -0.141 0.204
H -4.5274 6.9640 -3.8327 -0.201 -0.234 -0.233
H -0.5427 -1.1973 9.5310 -0.235 -0.312 0.308
H 6.8271 2.5732 -4.1339 -0.381 0.107 -0.136
H -5.8766 3.5308 -0.5086 0.547 0.029 -0.282
H -2.8512 8.7877 -3.7707 -0.417 -0.173 0.379
H 5.7991 5.6970 -0.0513 -0.342 -0.289 0.228
H 8.9881 4.1899 -3.3767 -0.199 0.177 -0.169
H -3.6641 5.8153 -4.9553 -0.198 0.216 -0.003
H -3.2019 -0.7969 12.4369 -0.603 -0.244 -0.354
H -3.6410 -2.9280 8.1702 0.163 -0.154 -0.192
H 8.2977 5.5111 -1.7259 -0.498 0.298 0.078
H -1.9528 -4.4261 10.8789 0.145 0.090 -0.521
H 6.6827 9.9232 -1.6921 0.410 -0.168 -0.014
H 6.8389 4.1786 -4.8073 1.149 0.171 0.015
H -5.1972 6.2305 -1.8579 0.199 0.121 0.974
H -6.8515 4.8917 -0.8697 0.013 0.142 -0.273
H 6.0663 7.7526 -0.6551 -0.251 0.115 -0.156
H -1.6423 5.9941 -3.5661 -0.088 -0.250 -0.324
H -2.4693 6.6717 -2.2618 -0.398 0.442 0.118
H 7.6319 7.5226 -1.3428 0.008 -0.338 -0.340
H -3.7877 -3.9676 9.5711 -0.085 -0.086 -0.130
H -0.7966 -3.5274 7.4707 -0.162 0.202 0.021
H 1.4882 -2.9440 6.9095 0.207 0.158 0.037
H -3.1086 3.6130 -4.2370 0.393 0.093 0.139
H -2.0478 8.0181 -5.0289 0.399 -0.447 -0.026
H 0.2440 -3.6721 8.8346 0.065 0.170 0.320
H -5.5970 4.0357 -4.6875 -0.264 -0.172 0.057
H 4.2933 5.1179 -0.8814 0.166 0.142 -0.104
H 5.4537 9.2255 -2.6466 -0.080 0.006 -0.256
H 5.5181 3.9307 -0.3617 0.057 0.206 -0.032
H -2.6102 -4.3997 8.3424 0.651 0.499 0.286
H 6.4256 6.6436 -3.5437 0.120 0.069 0.031
H 4.8916 4.5424 -3.5813 0.154 -0.243 -0.528
H -1.7053 -0.7064 11.6947 0.423 -0.185 -0.080
H -4.1529 -1.7940 10.3585 0.063 -0.354 -0.361
H 4.8795 6.7892 -2.7298 0.005 -0.193 0.351
H 5.3105 3.1603 -2.6258 -0.064 0.452 0.990
```
Positions in Å, forces in eV/Å.

total charge = +3
HOMO = -14.351 eV
LUMO = -12.618 eV